This record from the OMol25 dataset describes a structure of composition C4H7NO2. The level of theory is ωB97M-V/def2-TZVPD.

Properties
**Frontier orbital gap**: 9.31 eV
**Energy relative to the best compared isomer or geometry (same formula, charge and spin)**: 398.81 kJ/mol
**Calculated total energy**: -9843.1463 eV
**E_HOMO**: -9.512 eV
**Max |F|**: 1.02 eV/Å

Geometry as XYZ:
```
14
Properties=species:S:1:pos:R:3:forces:R:3:lowdin_charge:R:1
O -1.24045 0.81986 1.75301 -0.91 0.21 0.41 -0.08
C 0.72563 0.48952 0.34834 0.40 0.00 -0.39 0.01
C 0.84743 -0.95737 0.60528 0.46 -0.23 -0.09 -0.18
N -0.43105 -0.89313 -0.04466 0.16 0.35 0.15 0.02
C -0.17368 -0.59647 -1.44788 0.03 0.00 -0.32 -0.10
C 0.26874 0.79551 -1.00123 0.18 0.25 -0.22 -0.43
O -0.04853 1.87996 -1.44290 0.25 -0.35 0.04 0.07
H -1.41446 1.59375 1.20207 -0.10 0.01 0.20 0.05
H 0.92396 1.27019 1.08136 -0.55 -0.35 -0.05 0.14
H 1.65423 -1.49809 0.11964 0.00 -0.28 -0.11 0.12
H 0.72646 -1.20547 1.66290 0.24 0.13 -0.18 0.13
H -1.37046 0.07588 1.12920 -0.15 0.29 0.40 0.01
H -1.07558 -0.56466 -2.05702 0.08 -0.01 0.13 0.13
H 0.60777 -1.20946 -1.90812 -0.09 -0.03 0.05 0.12
```
Forces are in eV/Å.